{
  "formula": "INO3",
  "method": "wB97M-V/def2-TZVPD",
  "relative_energy_kj_mol": 334.6,
  "e_tot_ev": -15724.7361,
  "spin_multiplicity": 1,
  "homo_energy_ev": -7.800,
  "lumo_energy_ev": -1.7,
  "max_force_ev_per_a": 3.21,
  "symbols": ["N", "O", "O", "O", "I"],
  "positions_angstrom": [[0.5082, 0.4426, -0.0168], [-0.3001, 1.2517, -0.0693], [1.3581, -0.3209, 0.0637], [-1.5830, -1.3275, 0.0080], [-2.6887, 0.0862, -0.0113]],
  "mulliken_charge": [1.27, -0.44, -0.38, -0.72, 0.27]
}

=====

{
  "formula": "C15H13Cl3GeN3O9W",
  "method": "wB97M-V/def2-TZVPD",
  "relative_energy_kj_mol": 355.2,
  "e_tot_ev": -134557.3061,
  "s2": 1.25,
  "spin_multiplicity": 2,
  "homo_energy_ev": [-15.490, -15.427],
  "lumo_energy_ev": [-9.4, -10.5],
  "charge": 2,
  "max_force_ev_per_a": 1.22,
  "symbols": ["W", "O", "C", "O", "C", "C", "C", "C", "C", "N", "C", "O", "O", "H", "H", "H", "N", "C", "C", "C", "N", "H", "H", "H", "H", "H", "H", "H", "H", "H", "H", "O", "C", "C", "O", "C", "C", "O", "C", "O", "O", "Cl", "Ge", "Cl", "Cl"],
  "positions_angstrom": [[-0.2355, 0.2509, -0.1229], [1.6942, -2.2790, -2.5623], [1.2507, -1.8756, -1.5413], [0.0511, -1.2582, -1.4097], [1.9017, -1.9334, -0.1849], [2.8211, -2.8505, 0.2812], [3.1187, -2.8411, 1.6413], [2.4768, -1.9435, 2.4946], [1.5900, -1.0483, 1.9405], [1.3571, -1.0322, 0.6265], [0.6998, -0.0781, 2.6680], [0.7354, 0.1723, 3.8224], [-0.1393, 0.5135, 1.7746], [3.2627, -3.5653, -0.4002], [3.8190, -3.5605, 2.0448], [2.6382, -1.9483, 3.5645], [-0.6406, 2.5631, 0.0438], [0.1657, 3.6710, -0.5677], [1.4322, 3.9837, 0.2045], [2.4874, 2.9070, 0.0714], [2.0151, 1.6486, 0.7012], [-1.5711, 2.6403, -0.3643], [-0.7645, 2.7850, 1.0336], [-0.4711, 4.5557, -0.5955], [0.3995, 3.3992, -1.5969], [1.1905, 4.1459, 1.2612], [1.8390, 4.9250, -0.1647], [3.4172, 3.2326, 0.5427], [2.7020, 2.7035, -0.9765], [1.9135, 1.8466, 1.6963], [2.7790, 0.9818, 0.6179], [0.3880, 0.9519, -6.2754], [0.2624, 0.9751, -5.1047], [-1.0986, 0.9476, -4.3051], [-2.1919, 0.9146, -4.7725], [-0.6727, 0.9098, -2.8814], [0.7127, 0.9413, -2.7313], [1.1758, 0.8803, -1.5307], [1.4248, 1.0271, -4.0369], [2.5861, 1.1550, -4.2602], [-1.3661, 0.8623, -1.8014], [-2.7076, 0.6788, 0.6715], [-2.6479, -1.2531, -0.6285], [-1.2439, -2.0076, 1.0103], [-4.4357, -2.2864, -0.1446]],
  "lowdin_spin": [-0.40, 0.00, 0.00, 0.02, 0.00, 0.00, 0.00, 0.00, 0.00, 0.00, 0.00, -0.01, -0.01, 0.00, 0.00, 0.00, 0.01, 0.00, 0.00, -0.01, -0.05, 0.00, 0.00, 0.00, 0.00, 0.00, 0.00, 0.00, 0.00, 0.00, 0.00, 0.01, 0.00, 0.01, 0.08, 0.15, 0.18, 0.16, 0.01, 0.09, 0.20, 0.03, 0.30, 0.07, 0.18]
}

=====

{
  "formula": "C20H18N2O6",
  "method": "wB97M-V/def2-TZVPD",
  "relative_energy_kj_mol": 168.0,
  "e_tot_ev": -36297.8180,
  "spin_multiplicity": 1,
  "homo_energy_ev": -7.988,
  "lumo_energy_ev": 0.6,
  "max_force_ev_per_a": 1.31,
  "symbols": ["C", "C", "O", "N", "C", "C", "C", "C", "C", "C", "C", "C", "O", "C", "O", "C", "O", "N", "C", "C", "O", "O", "C", "C", "C", "C", "C", "C", "H", "H", "H", "H", "H", "H", "H", "H", "H", "H", "H", "H", "H", "H", "H", "H", "H", "H"],
  "positions_angstrom": [[0.7698, 1.5985, -2.7520], [0.7559, 0.5539, -1.6573], [1.6272, -0.2668, -1.4965], [-0.3477, 0.6640, -0.8514], [-0.7483, -0.2382, 0.1309], [-1.9694, -0.2209, 0.6859], [-3.0350, 0.7472, 0.4423], [-2.7837, 2.1135, 0.3274], [-3.8001, 3.0371, 0.0959], [-5.0780, 2.5487, -0.0184], [-5.3474, 1.1838, 0.1163], [-4.3541, 0.2711, 0.3541], [-6.6927, 0.9739, -0.0222], [-7.2642, 2.2444, -0.2457], [-6.2469, 3.2233, -0.2461], [0.2154, -1.3173, 0.5589], [-0.0445, -2.4956, 0.4552], [1.3066, -0.8399, 1.1935], [2.3810, -1.7121, 1.6105], [3.0150, -1.1604, 2.8712], [2.9407, -0.0157, 3.2318], [3.7143, -2.0888, 3.5231], [3.4521, -1.8155, 0.5381], [4.2389, -0.7120, 0.2358], [5.1834, -0.7878, -0.7713], [5.3451, -1.9637, -1.4834], [4.5591, -3.0633, -1.1862], [3.6144, -2.9913, -0.1778], [1.7014, 1.5216, -3.3046], [0.6811, 2.5962, -2.3275], [-0.0624, 1.4325, -3.4331], [-1.0692, 1.3158, -1.1346], [-2.2091, -1.0309, 1.3590], [-1.7812, 2.4847, 0.4794], [-3.5974, 4.0920, 0.0178], [-4.5713, -0.7787, 0.4558], [-7.7818, 2.2506, -1.2182], [-7.9903, 2.4683, 0.5523], [1.5191, 0.1456, 1.1808], [1.9533, -2.7009, 1.8013], [4.1523, -1.7070, 4.3010], [4.1119, 0.2087, 0.7876], [5.7909, 0.0746, -1.0039], [6.0795, -2.0204, -2.2736], [4.6765, -3.9793, -1.7461], [2.9897, -3.8431, 0.0441]],
  "mulliken_charge": [-1.44, 0.68, -0.48, -0.02, 0.21, -0.35, 0.28, -0.86, -0.96, 0.96, 0.85, -1.21, -0.48, -0.24, -0.48, 0.19, -0.69, -0.01, -0.52, 0.21, -0.57, -0.46, 0.32, 0.02, -0.85, -0.38, -0.70, -0.25, 0.37, 0.35, 0.36, 0.31, 0.51, 0.60, 0.44, 0.50, 0.24, 0.25, 0.29, 0.67, 0.37, 0.41, 0.38, 0.40, 0.38, 0.38]
}